one) This record from the OMol25 dataset describes the molecule C3H2N2S. The level of theory is ωB97M-V/def2-TZVPD.

```
8
Properties=species:S:1:pos:R:3
C -0.321 -0.017 -0.059
C 1.722 -0.726 0.033
C 1.660 0.774 -0.019
H 2.633 -1.317 0.154
H 2.455 1.484 0.127
N 0.544 -1.209 -0.044
N 0.468 1.183 -0.015
S -1.909 -0.011 0.025
```

Output
- structure (SMILES) = S=C1N=CC=N1
- Kohn-Sham gap (eV) = 7.568
- highest occupied orbital energy (eV) = -9.52



two) This record from the OMol25 dataset describes a cluster of 2 separate species, C3H2N2S in total. The level of theory is ωB97M-V/def2-TZVPD.

```
8
Properties=species:S:1:pos:R:3
C -0.170 0.489 -0.474
C -0.108 0.427 0.734
C 1.452 -1.001 -2.893
N 1.544 -2.160 -2.784
N 1.375 0.217 -3.217
S 1.247 1.662 -2.711
H -0.501 0.729 -1.447
H 0.157 0.589 1.754
```

Output
- structure (SMILES) = N#CN=S.C#C
- Kohn-Sham gap (alpha / beta) (eV) = 6.752 / 6.820
- highest occupied orbital energy (alpha / beta) (eV) = -9.38 / -9.37



Which structure above is the least stable one? two) is the least stable one.